1.
This record from OMol25 describes an isolated molecule of C16H19NO2S2. The level of theory is the ωB97M-V functional and the def2-TZVPD basis.

```
40
Properties=species:S:1:pos:R:3:forces:R:3:lowdin_charge:R:1
C -5.7903 2.8120 -0.3518 -4.536 -0.541 0.038 -0.08
C -4.7450 1.9303 -0.4744 7.819 -5.511 0.550 -0.32
C -3.4325 2.3377 -0.7034 1.325 3.999 0.847 0.00
C -2.2922 1.4617 -0.6799 1.035 9.344 -1.779 -0.11
C -2.5171 0.2827 -0.5719 -2.334 -15.024 0.793 -0.31
C -3.7815 -0.4065 -0.4252 1.080 3.900 0.430 -0.05
C -4.8021 0.4228 -0.2418 -1.857 4.445 -2.020 0.00
H -5.8293 0.2720 -0.4160 -1.321 -1.819 0.675 0.10
H -3.9339 -1.3954 -0.5787 -0.032 -2.991 -0.114 0.08
S -1.2451 -1.0935 -0.6917 4.057 0.128 -3.884 0.78
O 0.0683 -0.5706 -1.2004 -2.013 0.858 2.340 -0.36
O -1.4737 -2.2321 -1.6476 -2.046 1.565 3.433 -0.33
N -1.1957 -1.4721 0.9755 -3.823 -7.770 -5.303 -0.21
H -1.1701 -2.7327 0.8622 0.177 4.913 0.947 0.26
C -0.2784 -0.8395 1.7228 1.905 -6.294 7.692 -0.38
C 1.1577 -1.5928 1.8320 -3.146 4.480 0.547 -0.40
H 1.4174 -1.5724 0.8782 1.376 -1.432 -4.547 0.00
H 1.2097 -2.4883 2.3560 -0.109 -1.407 0.840 0.07
S 2.1604 -0.3048 2.4295 1.538 -0.688 5.835 0.89
C 2.7120 0.5825 1.1333 0.282 6.298 -2.714 -0.59
C 3.7460 0.0689 0.2050 0.106 -4.881 -1.725 -0.26
C 5.0809 -0.3690 0.6453 -5.829 4.540 -0.715 -0.05
C 5.8897 -0.9572 -0.2214 3.136 -0.297 3.772 -0.19
C 5.5095 -1.5750 -1.3155 -4.894 2.140 -5.619 -0.08
C 4.2238 -1.1061 -2.0283 -0.982 -1.979 6.004 0.05
C 3.1910 -0.5298 -1.0051 9.560 0.020 -0.358 0.02
H 2.2405 -0.3334 -1.1363 -4.665 0.657 -1.569 -0.01
H 3.8130 -1.6935 -2.8674 0.517 0.696 0.176 0.08
H 6.2421 -2.0227 -1.8868 1.229 -1.288 -1.312 0.06
H 6.8735 -1.0112 0.2424 0.443 -0.674 -0.839 0.12
H 5.3113 0.2347 1.4760 1.289 -0.134 1.383 0.09
H 3.1993 1.7258 1.5212 -1.703 -3.346 -0.443 0.18
H 1.7534 0.9231 0.5599 1.805 -0.362 0.370 0.10
H -0.6901 -0.9335 2.8874 0.894 0.678 -2.650 0.17
H -0.2987 0.1098 1.5085 0.788 5.330 -1.175 0.04
H -1.2718 1.6109 -0.9691 0.531 1.510 0.077 0.13
H -3.0571 3.5342 -0.7130 -1.640 -3.204 -0.271 0.18
H -6.5194 2.3135 0.4466 1.052 2.006 -1.729 0.15
H -6.2043 2.9120 -1.3845 -0.632 0.028 0.935 0.12
H -5.2711 3.6975 -0.1714 -0.380 2.108 1.081 0.06
```
Forces are in eV/Å.

Lowest unoccupied orbital energy (eV): 0.4
HOMO level (eV): -8.110
Multiplicity: 1
Gap between HOMO and LUMO (eV): 8.51
Strongest force on any atom (hartree/bohr): 0.2961
SMILES: Cc1ccc(S(=O)(=O)NCCSCc2ccccc2)cc1
Total energy (eV): -44144.542

2.
This record from OMol25 describes a structure of composition C28H35N5P2PdS. The level of theory is the ωB97M-V functional and the def2-TZVPD basis.

```
72
Properties=species:S:1:pos:R:3:forces:R:3:mulliken_spin:R:1
Pd 4.1437 -0.8357 2.7344 0.533 -1.112 -0.911 0.99
C -0.0028 -3.3038 4.2329 -0.596 -0.744 0.363 -0.01
C 0.2906 -3.2318 2.9471 0.946 0.009 -0.813 0.01
C -0.2596 -2.2750 1.9064 -0.140 -0.538 -0.697 -0.01
C 0.1207 -0.7826 1.9607 0.400 0.036 -0.171 0.00
C 0.2271 -0.1184 3.3066 0.457 0.146 -0.353 -0.02
C -0.5676 -0.3478 4.3387 0.055 0.547 0.100 0.02
C -1.6977 -1.3146 4.3309 0.328 -0.740 0.727 0.00
C -1.1342 -2.6270 4.9500 -0.184 0.341 0.377 0.00
C 3.4752 0.0457 4.3745 -0.505 0.698 0.504 0.38
H 0.5108 -4.0556 4.8512 -0.151 0.395 -0.411 0.00
H 1.0699 -3.9034 2.5218 -0.524 0.488 0.612 0.01
H -1.3475 -2.3879 1.7593 0.254 -0.042 0.350 0.01
H 0.1901 -2.6400 0.9686 -0.159 0.018 0.004 0.01
H 1.1034 -0.6950 1.4487 -0.437 0.130 0.314 -0.01
H -0.6032 -0.2151 1.3532 0.031 -0.031 -0.184 -0.01
H 1.0871 0.5491 3.3771 -0.378 -0.045 0.265 0.02
H -0.3473 0.1115 5.3100 -0.064 -0.031 -0.399 0.00
H -2.1251 -1.5130 3.3453 0.010 0.276 0.237 0.00
H -2.4820 -0.9642 5.0110 -0.020 -0.040 -0.298 0.00
H -0.7819 -2.3932 5.9749 -0.314 -0.192 -0.388 0.00
H -1.9617 -3.3482 5.0324 0.251 0.046 0.183 0.00
H 2.4763 -0.3365 4.5552 0.000 0.196 0.080 -0.06
H 3.5197 1.0900 4.0654 -0.147 0.235 0.402 0.05
H 4.1222 -0.2028 5.2008 0.298 0.117 0.189 -0.01
P 0.3007 2.1421 -0.9962 -2.036 2.285 0.006 0.00
P 0.2890 -1.0143 -2.3520 -0.982 -1.069 -2.500 0.00
N -0.9421 3.1944 -0.3207 0.348 -0.731 0.464 0.00
N 1.0801 3.5018 -1.8769 1.370 -0.133 -0.399 -0.04
N -1.4488 -1.5199 -2.2579 -0.444 0.069 1.366 -0.03
N 0.6346 -2.0784 -3.7044 0.637 0.153 0.271 0.00
C -0.7677 1.5876 -2.3946 0.170 -0.517 -0.613 -0.01
C -0.0964 0.5373 -3.3018 0.059 0.110 0.216 0.01
C -1.0160 3.4698 1.0453 -0.567 0.535 -0.291 0.02
C -2.0131 4.4075 1.2510 0.483 -0.485 -0.347 0.01
C -2.5874 4.7224 -0.0194 0.890 -0.722 -0.401 0.01
C -1.9093 3.9715 -0.9679 -0.294 0.318 0.408 0.02
C 2.4416 3.7736 -1.7408 -2.306 -0.730 0.104 0.34
C 2.7860 4.8033 -2.6045 -1.372 1.624 -2.011 0.17
C 1.6047 5.1698 -3.3288 2.315 -0.068 0.878 0.07
C 0.5683 4.3776 -2.8415 0.384 -0.958 0.918 0.35
C -1.9247 -2.0405 -1.0501 1.284 0.729 -1.966 0.18
C -3.3075 -2.1450 -1.1048 -1.996 0.503 -1.747 0.13
C -3.7155 -1.6689 -2.3861 -0.045 -0.887 2.205 0.11
C -2.5609 -1.2843 -3.0734 1.205 -0.262 0.938 0.35
C -0.1849 -2.5642 -4.7328 0.913 -0.209 -0.482 0.00
C 0.6114 -3.1871 -5.6846 -0.329 0.698 1.106 0.00
C 1.9694 -3.0730 -5.2439 -0.201 0.476 0.648 0.00
C 1.9626 -2.3916 -4.0414 -0.527 -0.356 -0.603 0.00
H -1.0571 2.4408 -3.0249 -0.060 -0.366 0.357 0.00
H -1.6873 1.1702 -1.9482 0.277 0.285 -0.054 0.02
H -0.7452 0.3094 -4.1645 0.443 0.060 0.260 0.00
H 0.8616 0.9060 -3.7049 -0.240 -0.130 0.060 0.00
H -0.3513 2.9500 1.7214 -0.120 0.136 0.082 0.00
H -2.2983 4.8327 2.1990 0.009 -0.087 0.017 0.00
H -3.3950 5.4108 -0.2316 0.139 -0.103 0.089 0.00
H -2.0587 3.9228 -2.0410 -0.170 -0.030 0.449 0.00
H 3.0227 3.2014 -1.0400 0.208 -0.010 0.084 0.02
H 3.7603 5.2497 -2.7111 0.055 -0.035 -0.009 0.00
H 1.5107 5.9033 -4.1182 0.074 0.019 0.205 0.00
H -0.4773 4.3895 -3.1144 0.276 -0.010 0.013 0.04
H -1.2191 -2.3012 -0.2818 0.011 -0.058 0.251 0.22
H -3.9389 -2.5274 -0.3129 0.043 0.049 -0.160 -0.01
H -4.7245 -1.6137 -2.7639 0.038 -0.035 -0.013 0.00
H -2.4669 -0.8940 -4.0729 -0.014 0.099 0.038 0.03
H -1.2517 -2.4483 -4.6950 0.039 -0.186 -0.117 0.00
H 0.2547 -3.6711 -6.5838 0.050 0.046 0.168 0.00
H 2.8441 -3.4545 -5.7576 -0.177 0.089 0.173 0.00
H 2.7564 -2.0935 -3.3740 0.086 -0.130 -0.076 0.00
S 4.0057 -3.0579 3.3433 0.684 0.022 -1.250 0.56
C 3.2433 -2.8397 4.7666 -2.814 -0.101 4.539 -0.10
N 2.6115 -2.7813 5.7813 2.264 -0.063 -3.358 0.20
```
Forces are in eV/Å.

Lowest unoccupied orbital energy (alpha / beta) (eV): -5.9 / -9.7
HOMO level (alpha / beta) (eV): -11.408 / -13.033
Multiplicity: 5
Expectation value of S²: 6.04
Gap between HOMO and LUMO (alpha / beta) (eV): 5.51 / 3.38
Charge: +2
Strongest force on any atom (hartree/bohr): 0.1039
Total energy (eV): -69923.157

3.
This record from OMol25 describes a cluster of 2 separate species, CH5N3O3 in total. The level of theory is the ωB97M-V functional and the def2-TZVPD basis.

```
12
Properties=species:S:1:pos:R:3:forces:R:3:lowdin_charge:R:1
C 2.0574 0.8681 -0.5261 1.315 -1.141 1.081 -0.06
N -0.2535 -1.4162 0.7043 0.830 -0.418 0.343 0.07
N 0.2260 -0.3413 0.3881 -0.132 1.027 -0.495 -0.07
N -2.4454 0.3424 -0.3395 -2.666 2.572 1.539 -0.09
O -2.9448 -0.6148 0.5656 1.271 0.347 -0.606 -0.06
O -3.0593 1.3727 -0.1785 1.608 -2.355 -1.064 0.00
O 1.4570 -0.3875 -0.2079 0.400 -1.571 0.268 -0.15
H 2.2516 1.4236 0.3635 0.492 0.175 0.953 0.07
H 1.3944 1.4700 -1.0315 -1.371 1.114 -1.906 0.05
H 3.0228 0.6339 -1.0338 -1.081 0.211 0.201 0.11
H 0.3989 -2.2272 0.6167 -0.170 0.482 -0.432 0.10
H -2.1051 -1.1237 0.6790 -0.496 -0.444 0.118 0.02
```
Forces are in eV/Å.

Lowest unoccupied orbital energy (eV): 0.4
HOMO level (eV): -10.118
Multiplicity: 1
Gap between HOMO and LUMO (eV): 10.48
Strongest force on any atom (hartree/bohr): 0.0780
SMILES: [H]/N=N\OC.O=NO
Total energy (eV): -11725.282